Version 1
Molecular formula: C27H33AsBrN8O8S2Ti
Method: DFT, wB97M-V/def2-TZVPD

```
81
Properties=species:S:1:pos:R:3
Ti -0.44346 -0.26761 0.06401
C 2.69197 0.12645 -1.33376
C 2.65620 -0.93980 -0.24595
N 1.82912 -0.47625 0.87377
C 2.41905 0.64194 1.60748
C 1.35713 1.63202 2.06870
N 0.34455 1.83604 1.02531
C 0.70471 2.86606 0.04172
C 1.61231 2.33763 -1.07812
N 1.43008 0.90477 -1.37831
H 3.52622 0.81528 -1.18186
H 2.84943 -0.36910 -2.28836
H 2.20257 -1.84784 -0.63078
H 3.67900 -1.17573 0.07334
H 1.61514 -1.26881 1.46708
H 3.01392 0.30566 2.46334
H 3.11489 1.15157 0.94122
H 0.84315 1.26332 2.95274
H 1.83532 2.57873 2.34468
H -0.50864 2.13263 1.48661
H -0.21741 3.25032 -0.38329
H 1.20312 3.71046 0.53201
H 1.43046 2.93942 -1.97190
H 2.65448 2.51113 -0.80703
H 1.06059 0.80710 -2.31520
N -7.24323 2.30951 -2.26467
C -6.38318 1.42317 -1.65772
C -5.42024 0.74369 -2.40873
C -4.56064 -0.15271 -1.80228
C -4.65828 -0.38898 -0.43838
C -5.61788 0.27256 0.31895
C -6.46886 1.17925 -0.28258
S -3.67547 -1.63699 0.31482
O -4.48474 -2.23865 1.33200
O -3.17421 -2.45452 -0.75633
N -2.38832 -0.83516 0.95148
C -1.97063 -1.02822 2.22804
N -0.67721 -0.65630 2.36495
C -0.07671 -0.97545 3.50921
C -0.74254 -1.56563 4.55592
C -2.11094 -1.75060 4.36523
N -2.72945 -1.48333 3.23396
H -7.15233 2.52263 -3.23907
H -7.88754 2.85075 -1.72151
H -5.35308 0.91930 -3.47658
H -3.82093 -0.69161 -2.38134
H -5.70512 0.05001 1.37457
H -7.22535 1.68668 0.30510
H 0.97832 -0.73120 3.59882
H -0.24415 -1.82719 5.47616
H -2.73548 -2.12127 5.17227
O 1.46987 -4.08430 -1.05434
As -0.17906 -3.71911 -0.53039
O -0.63629 -4.90154 0.49120
O -0.00385 -2.17451 0.14312
C -1.21185 -3.78504 -2.16712
C -1.94351 -4.95511 -2.29442
C -2.76595 -5.14931 -3.39732
C -2.87440 -4.17243 -4.36977
C -2.15766 -2.98918 -4.24668
C -1.33185 -2.80415 -3.15192
S -0.44953 -1.28807 -3.02031
O -0.70326 -0.49132 -4.19711
O 0.92681 -1.62577 -2.75168
O -1.07436 -0.58395 -1.83329
H 1.67213 -4.93438 -0.64035
H -1.88165 -5.69432 -1.50571
H -3.33456 -6.06621 -3.48400
H -3.52117 -4.32253 -5.22442
H -2.22454 -2.20763 -4.99080
Br -3.13489 2.04241 1.88641
C -2.94283 2.38924 0.02800
C -3.79172 3.35300 -0.50008
C -3.62411 3.70454 -1.82364
C -2.63685 3.07106 -2.56085
C -1.87581 2.09767 -1.94641
N -2.00668 1.74920 -0.65287
H -4.54616 3.80692 0.12399
H -4.26218 4.45609 -2.27041
H -2.46400 3.30157 -3.60232
H -1.13079 1.55984 -2.51158
```

## Properties
expectation value of S² = 0.7522
2S+1 = 2
Kohn-Sham gap (spin up / spin down) = 7.889 / 8.054 eV

Mulliken analysis output, partial charges in e: 0.504 -1.318 -0.181 0.159 -0.955 -0.887 0.181 -0.687 -0.996 -0.377 0.529 0.630 -0.297 0.591 0.383 0.535 0.478 0.279 0.584 -0.012 0.175 0.541 0.511 0.458 0.389 -0.518 1.129 -0.842 -0.052 -0.708 -0.355 -0.876 0.950 -0.730 -0.491 0.271 0.213 0.569 0.116 -1.058 -0.596 -0.587 0.186 0.171 0.330 0.454 0.555 0.344 0.294 0.429 0.474 -0.683 1.450 -0.830 0.055 -0.343 -0.564 -0.644 -0.655 -0.394 0.021 1.950 -0.848 -0.719 -0.659 0.302 0.544 0.411 0.401 0.533 -0.051 -0.178 -0.928 -0.501 -1.126 -0.207 1.296 0.464 0.443 0.495 0.075

Version 2
Molecular formula: C27H33AsBrN8O8S2Ti
Method: DFT, wB97M-V/def2-TZVPD

```
81
Properties=species:S:1:pos:R:3
Ti 0.09438 0.75334 -0.20816
C 2.79422 0.00442 1.64057
C 1.65585 0.22140 2.62620
N 0.35967 -0.27358 2.12736
C 0.16736 -1.71120 2.40024
C 1.02002 -2.61430 1.50531
N 1.12525 -2.10590 0.17245
C 2.38253 -2.10019 -0.53176
C 2.98132 -0.68284 -0.69646
N 2.40630 0.28918 0.25478
H 3.15222 -1.02108 1.69571
H 3.63505 0.63480 1.94429
H 1.55676 1.28496 2.82668
H 1.91660 -0.25811 3.57836
H -0.35203 0.20426 2.66880
H -0.88401 -1.92354 2.23977
H 0.40344 -1.92807 3.45104
H 0.59195 -3.62816 1.56493
H 2.02385 -2.71032 1.92123
H 0.30792 -2.18360 -0.40608
H 2.25222 -2.51503 -1.53282
H 3.09746 -2.75097 -0.01918
H 2.78900 -0.30070 -1.69385
H 4.06927 -0.72640 -0.56109
H 2.77113 1.19484 -0.02297
N -8.54331 0.95348 1.39153
C -7.26063 1.07813 0.87646
C -6.16274 1.21220 1.73191
C -4.89372 1.39031 1.21441
C -4.69611 1.42383 -0.15596
C -5.77516 1.28712 -1.01381
C -7.04888 1.12370 -0.50429
S -3.07119 1.69445 -0.80064
O -3.13675 1.63584 -2.23988
O -2.58816 2.90793 -0.19043
N -2.14808 0.49770 -0.17882
C -2.55266 -0.78188 -0.46105
N -1.81146 -1.76224 0.07799
C -2.15422 -3.00991 -0.21469
C -3.22928 -3.32798 -1.02284
C -3.94262 -2.24819 -1.51164
N -3.62120 -0.99331 -1.24354
H -8.60594 0.59208 2.32891
H -9.22451 0.54743 0.77142
H -6.31263 1.18419 2.80491
H -4.04978 1.49781 1.88539
H -5.59955 1.29475 -2.08151
H -7.89170 1.02476 -1.17818
H -1.53795 -3.79096 0.22426
H -3.49125 -4.34809 -1.25924
H -4.80775 -2.39418 -2.15084
O -1.59627 -0.62444 -3.63314
As 0.12950 -0.43954 -3.41972
O 0.98418 -1.65857 -4.04116
O 0.22087 -0.38912 -1.71767
C 0.47033 1.22288 -4.38032
C 0.37131 0.99845 -5.75043
C 0.49317 2.04287 -6.65902
C 0.71667 3.33123 -6.20555
C 0.83328 3.56683 -4.84142
C 0.71278 2.52127 -3.94618
S 0.96266 2.84130 -2.21949
O 2.10203 2.02086 -1.83173
O 1.08186 4.25153 -1.99709
O -0.27080 2.25380 -1.60978
H -2.09783 0.09943 -3.21098
H 0.20277 -0.00647 -6.11853
H 0.41008 1.83962 -7.71842
H 0.80673 4.15168 -6.90494
H 1.02117 4.55998 -4.45508
Br 2.69644 3.57831 0.92544
C 0.88680 3.62363 1.44556
C 0.42973 4.80958 1.98983
C -0.82364 4.82667 2.57118
C -1.56177 3.65753 2.60252
C -1.05356 2.54143 1.97713
N 0.15547 2.50967 1.37655
H 1.06196 5.68407 1.97016
H -1.20748 5.74052 3.00412
H -2.54322 3.61487 3.05152
H -1.63578 1.63361 1.90603
```

## Properties
expectation value of S² = 0.7522
2S+1 = 2
Kohn-Sham gap (spin up / spin down) = 7.991 / 8.052 eV

Mulliken analysis output, partial charges in e: 1.202 -1.150 -0.754 -0.178 -1.006 -0.936 0.087 -1.154 -0.710 -0.001 0.395 0.552 0.328 0.530 0.175 0.379 0.565 0.452 0.474 -0.003 0.514 0.312 0.083 0.699 0.121 -0.577 1.098 -1.003 -0.230 -0.534 -0.265 -0.903 1.431 -0.843 -0.744 1.073 -0.577 0.112 0.068 -1.090 -0.508 -0.204 0.222 0.225 0.312 0.215 0.535 0.291 0.295 0.453 0.441 -0.667 1.071 -0.828 0.780 -0.256 -0.865 -0.727 -0.591 -0.394 0.373 1.317 -0.802 -0.700 -0.123 0.375 0.428 0.394 0.394 0.530 0.039 0.229 -0.906 -0.419 -1.277 -0.372 0.840 0.460 0.415 0.437 0.571

Which structure is the most stable? The one labeled version 1.